DFT (wB97M-V/def2-TZVPD) results for one molecule with the formula C2H3ClNOP in a non-equilibrium geometry.

Computed properties:
energy relative to the best compared isomer or geometry (same formula, charge and spin): 3.740 eV
largest force on an atom: 4.9 eV/Å
DFT total energy: -1009.4479 Ha
2S+1: 1

Last columns: bonded neighbours and bond lengths (Å).
Positions of all 9 atoms, in Å:
1 C 1.237 0.311 -0.317  C2 1.592, N3 1.196, H7 1.167
2 C -0.142 -0.479 -0.211  C1 1.592, O4 1.345, H8 1.060, H9 1.125
3 N 2.076 0.068 0.500  C1 1.196
4 O -0.371 -1.352 -1.208  C2 1.345, P5 1.616
5 P 0.085 -2.780 -1.813  O4 1.616, Cl6 2.038
6 Cl -0.098 -2.491 -3.823  P5 2.038
7 H 1.210 0.981 -1.272  C1 1.167
8 H -0.224 -0.743 0.812  C2 1.060
9 H -1.053 0.177 -0.282  C2 1.125

DFT (wB97M-V/def2-TZVPD) results for a 2-piece molecular cluster, C2H3ClO overall in a non-equilibrium geometry.

Computed properties:
energy relative to the best compared isomer or geometry (same formula, charge and spin): 0.122 eV
largest force on an atom: 4.7 eV/Å
DFT total energy: -613.2550 Ha
2S+1: 3

Last columns: bonded neighbours and bond lengths (Å).
Positions of all 7 atoms, in Å:
1 C -0.970 -0.467 -0.041  C2 1.284, O3 1.158
2 C -1.840 -1.407 0.059  C1 1.284, H5 1.108, H7 1.049
3 O -0.140 0.337 -0.110  C1 1.158
4 Cl 3.655 -0.891 0.186  H6 1.377
5 H -2.933 -1.228 0.101  C2 1.108
6 H 2.294 -0.881 -0.017  Cl4 1.377
7 H -1.379 -2.347 0.017  C2 1.049

DFT (wB97M-V/def2-TZVPD) results for one molecule with the formula C2H3ClO2 in a non-equilibrium geometry.

Computed properties:
energy relative to the best compared isomer or geometry (same formula, charge and spin): 4.697 eV
SMILES: C=C(Cl)OO
largest force on an atom: 8.4 eV/Å
DFT total energy: -688.5116 Ha
2S+1: 1

Last columns: bonded neighbours and bond lengths (Å).
Positions of all 8 atoms, in Å:
1 C -0.823 1.171 0.257  C2 1.480, H6 1.082, H7 1.071
2 C 0.357 0.357 -0.117  C1 1.480, Cl3 1.614, O4 1.301
3 Cl 1.891 0.834 0.032  C2 1.614
4 O 0.123 -0.840 -0.569  C2 1.301, O5 1.387
5 O 0.854 -1.840 0.055  O4 1.387, H8 1.004
6 H -0.885 2.235 0.437  C1 1.082
7 H -1.719 0.681 -0.067  C1 1.071
8 H 0.202 -2.598 -0.028  O5 1.004

DFT (wB97M-V/def2-TZVPD) results for a 2-piece molecular cluster, C2H3ClO2S overall in a non-equilibrium geometry.

Computed properties:
energy relative to the best compared isomer or geometry (same formula, charge and spin): 2.184 eV
largest force on an atom: 2.2 eV/Å
DFT total energy: -1086.7704 Ha
2S+1: 1

Last columns: bonded neighbours and bond lengths (Å).
Positions of all 9 atoms, in Å:
1 C -0.717 0.327 0.638  C2 1.517, O3 1.151
2 C 0.415 1.274 0.282  C1 1.517, H7 1.164, H8 1.151, H9 1.101
3 O -1.590 0.307 1.387  C1 1.151
4 O -0.869 -3.079 -0.460  S5 1.437
5 S -0.675 -1.853 -1.184  O4 1.437, Cl6 2.151
6 Cl 1.445 -1.522 -1.334  S5 2.151
7 H -0.018 2.133 -0.373  C2 1.164
8 H 0.857 1.842 1.180  C2 1.151
9 H 1.152 0.571 -0.136  C2 1.101

DFT (wB97M-V/def2-TZVPD) results for one molecule with the formula C2H3ClO2S in a non-equilibrium geometry.

Computed properties:
energy relative to the best compared isomer or geometry (same formula, charge and spin): 3.403 eV
SMILES: O=S1(=O)C[C@@H]1Cl
largest force on an atom: 3.6 eV/Å
DFT total energy: -1086.7257 Ha
2S+1: 1

Last columns: bonded neighbours and bond lengths (Å).
Positions of all 9 atoms, in Å:
1 O -0.536 -1.581 -1.598  S2 1.434
2 S -0.549 -0.294 -0.968  O1 1.434, O3 1.455, C4 1.737, C5 1.790
3 O -1.200 0.852 -1.585  S2 1.455
4 C -0.500 -0.299 0.769  S2 1.737, C5 1.537, H7 1.125, H8 1.016
5 C 0.810 0.156 0.107  S2 1.790, C4 1.537, Cl6 2.167, H9 1.080
6 Cl 1.611 2.169 0.097  C5 2.167
7 H -0.316 -1.153 1.478  C4 1.125
8 H -1.003 0.481 1.180  C4 1.016
9 H 1.682 -0.330 0.520  C5 1.080

DFT (wB97M-V/def2-TZVPD) results for one molecule with the formula C2H3ClO2S in a non-equilibrium geometry.

Computed properties:
energy relative to the best compared isomer or geometry (same formula, charge and spin): 2.464 eV
SMILES: O=S1(=O)C[C@@H]1Cl
largest force on an atom: 7.3 eV/Å
DFT total energy: -1086.7602 Ha
2S+1: 1

Last columns: bonded neighbours and bond lengths (Å).
Positions of all 9 atoms, in Å:
1 O -1.468 1.569 0.883  S2 1.539
2 S -1.012 0.436 -0.053  O1 1.539, O3 1.400, C4 1.740, C5 1.792
3 O -1.974 -0.117 -0.907  S2 1.400
4 C 0.675 0.423 -0.476  S2 1.740, C5 1.520, H7 1.106, H8 1.141
5 C 0.309 -0.580 0.606  S2 1.792, C4 1.520, Cl6 1.717, H9 1.142
6 Cl 0.443 -2.236 0.172  C5 1.717
7 H 1.515 1.142 -0.436  C4 1.106
8 H 0.791 -0.144 -1.458  C4 1.141
9 H 0.721 -0.491 1.668  C5 1.142